98
Properties=species:S:1:pos:R:3 method="wB97M-V/def2-TZVPD" smiles="C[N+](=O)[O-].C[N+](=O)[O-].CCOC(C)=O.CCOC(C)=O.CCOC(C)=O.CCOC(C)=O.CCOC(C)=O.CCOC(C)=O" lumo_energy_ev=-0.1 e_tot_ev=-63574.2925 homo_energy_ha=-0.3697 e_above_lowest_kcal_mol=0.00
C -2.26 -3.14 -4.12
N -3.53 -2.69 -3.49
O -3.73 -3.00 -2.33
O -4.29 -2.04 -4.17
H -2.50 -4.04 -4.68
H -1.59 -3.39 -3.31
H -1.90 -2.34 -4.76
C -0.29 -1.58 -0.33
N 0.67 -1.74 -1.46
O 0.24 -2.28 -2.46
O 1.78 -1.26 -1.37
H -0.49 -0.52 -0.22
H 0.15 -1.98 0.58
H -1.20 -2.08 -0.64
C 3.04 -2.04 3.04
C 3.41 -3.51 3.05
O 2.70 -4.20 2.00
C 3.36 -4.32 0.83
C 2.50 -4.95 -0.24
O 4.49 -3.95 0.66
H 3.72 -1.53 3.73
H 2.01 -1.88 3.36
H 3.22 -1.61 2.06
H 4.48 -3.66 2.92
H 3.09 -4.00 3.97
H 3.12 -5.63 -0.81
H 2.18 -4.16 -0.92
H 1.64 -5.44 0.19
C -1.52 5.63 -0.60
C -2.58 5.03 -1.50
O -3.10 3.79 -1.03
C -2.45 2.69 -1.39
C -3.15 1.41 -1.04
O -1.37 2.71 -1.94
H -0.56 5.13 -0.69
H -1.78 5.62 0.46
H -1.41 6.69 -0.87
H -3.42 5.71 -1.60
H -2.16 4.93 -2.51
H -3.29 0.80 -1.93
H -4.14 1.64 -0.64
H -2.60 0.87 -0.28
C 1.92 0.87 1.29
C 2.77 1.78 2.16
O 3.97 1.06 2.47
C 5.02 1.79 2.85
C 6.23 0.93 3.09
O 4.99 2.98 3.01
H 1.19 1.51 0.78
H 1.41 0.06 1.81
H 2.56 0.39 0.54
H 3.03 2.68 1.61
H 2.25 2.05 3.07
H 7.03 1.58 3.45
H 6.57 0.44 2.18
H 6.02 0.18 3.85
C -6.30 -0.11 4.34
C -5.54 0.11 3.03
O -5.41 -1.17 2.41
C -4.37 -1.43 1.59
C -4.37 -2.87 1.16
O -3.52 -0.63 1.29
H -5.63 -0.57 5.07
H -7.27 -0.56 4.21
H -6.47 0.89 4.77
H -6.14 0.79 2.42
H -4.59 0.59 3.23
H -4.08 -3.53 1.98
H -3.77 -2.98 0.27
H -5.39 -3.17 0.90
C -3.25 4.26 3.84
C -3.02 3.48 2.55
O -2.49 2.19 2.78
C -1.20 2.09 3.12
C -0.88 0.65 3.41
O -0.46 3.02 3.23
H -4.15 3.87 4.31
H -3.32 5.32 3.62
H -2.40 4.15 4.51
H -3.97 3.32 2.02
H -2.39 4.03 1.85
H 0.13 0.48 3.76
H -1.02 0.11 2.46
H -1.61 0.18 4.07
C 4.51 0.94 -7.94
C 4.83 -0.41 -7.35
O 3.79 -0.74 -6.41
C 3.99 -1.85 -5.69
C 3.01 -1.98 -4.56
O 4.86 -2.65 -5.94
H 3.51 1.01 -8.37
H 5.26 1.16 -8.71
H 4.63 1.71 -7.18
H 4.96 -1.18 -8.10
H 5.77 -0.37 -6.80
H 3.44 -1.61 -3.63
H 2.80 -3.03 -4.38
H 2.08 -1.46 -4.78